(1)
Below is a cluster of 2 separate species, C4H4ClF in total, with properties calculated with ωB97M-V/def2-TZVPD.

```
10
C4H4ClF ωB97M-V/def2-TZVPD
C 2.0803 0.7290 -0.4204
C 1.5392 1.1476 0.5798
C -1.4014 -1.2779 -0.1455
C -1.0749 0.0017 0.0631
F -0.9403 -2.1909 0.7397
Cl -1.4456 1.1885 -1.1197
H 2.3614 0.4048 -1.3697
H 1.5200 1.4448 1.5492
H -1.8966 -1.8048 -0.8961
H -0.7420 0.3572 1.0195
```

E_LUMO	1.0	eV
SMILES	F/C=C/Cl.C#C
E	-19448.965	eV
HOMO-LUMO gap	10.4	eV
energy above the lowest of the compared OMol25 structures with the same formula, charge and spin	240.5	kJ/mol
max |F|	3.77	eV/Å


(2)
Below is a cluster of 5 separate species, C37H81IN7O14 in total, with properties calculated with ωB97M-V/def2-TZVPD.

```
140
C37H81IN7O14 ωB97M-V/def2-TZVPD
C 6.3912 -5.1049 0.6069
C 5.9358 -4.6952 -0.9242
C 6.8145 -3.3423 -1.3673
O 7.5752 -3.3310 -2.4932
O 6.6686 -2.1660 -0.4892
C 6.3314 -0.9465 -1.2504
C 4.8965 -0.9757 -2.0206
C 3.5925 -0.4786 -1.1995
N 2.4090 -0.0468 -2.0351
C 1.3742 0.2805 -0.9658
N 0.1492 0.6725 -1.4461
C -0.0208 0.7227 -2.9679
C -1.0080 0.9835 -0.4864
C -2.2205 -0.0754 -0.9413
C -2.9894 -0.7526 0.3547
C -4.4293 -1.3467 -0.2426
N -4.1738 -2.1379 -1.5054
C -4.5006 -3.6087 -1.3584
N -4.8399 -4.2911 -2.5259
N -4.4346 -4.3920 -0.0597
N 1.8984 0.0986 0.4470
N 3.1957 -0.3607 0.2431
I 4.3933 -0.8589 1.8338
H 6.5010 -4.1380 1.2986
H 5.6601 -5.8493 1.1423
H 7.4888 -5.5658 0.5132
H 6.0370 -5.5743 -1.7058
H 4.7827 -4.3999 -0.8843
H 7.2009 -0.7618 -2.0430
H 6.3678 -0.0232 -0.5050
H 4.6272 -2.0361 -2.4993
H 5.0100 -0.2538 -2.9657
H -1.1065 1.1020 -3.2604
H 0.7729 1.4325 -3.4975
H 0.0534 -0.3698 -3.4442
H -1.3502 2.1020 -0.5096
H -0.6897 0.6669 0.5954
H -2.9430 0.4857 -1.6862
H -1.6687 -0.9834 -1.4850
H -2.3943 -1.7093 0.7379
H -3.1677 -0.0101 1.2457
H -5.0318 -0.3733 -0.5814
H -5.0724 -1.8970 0.5648
H -4.7979 -1.8087 -2.3031
H -5.0232 -5.2991 -2.3288
H -5.3690 -4.2203 0.4023
H -4.3549 -5.4308 -0.2521
H 1.3521 0.2850 1.3177
C -5.2687 5.1370 3.7129
O -4.8090 5.6475 2.4707
C -5.0556 7.0493 2.3417
C -4.2316 7.6313 1.1908
O -2.8788 7.9203 1.5666
C -2.0184 6.7812 1.6979
C -1.6071 6.1894 0.3479
O -2.6252 5.3155 -0.1439
C -2.4301 4.9822 -1.5086
H -6.3407 5.3106 3.8281
H -5.0781 4.0607 3.7321
H -4.7169 5.5996 4.5375
H -4.8015 7.5644 3.2759
H -6.1222 7.1806 2.1309
H -4.6682 8.5983 0.9179
H -4.2671 7.0018 0.2988
H -2.4549 6.0306 2.3599
H -1.1158 7.1576 2.1914
H -0.6922 5.5992 0.4710
H -1.4272 6.9963 -0.3717
H -2.4951 5.8780 -2.1329
H -3.2209 4.2911 -1.8109
H -1.4613 4.4920 -1.6504
C 9.2982 -3.6089 -6.0801
O 8.1043 -3.3251 -6.7936
C 6.9734 -3.2162 -5.9267
C 5.8044 -2.5513 -6.6572
O 5.9044 -1.1216 -6.6800
C 6.8702 -0.5853 -7.5936
C 6.4138 -0.6619 -9.0523
O 6.6814 -1.9584 -9.5905
C 6.0151 -2.1729 -10.8240
H 9.2009 -4.5421 -5.5213
H 10.1127 -3.7095 -6.8023
H 9.5377 -2.7826 -5.4032
H 7.2352 -2.6302 -5.0374
H 6.6875 -4.2294 -5.6251
H 4.8885 -2.7677 -6.0964
H 5.6651 -2.9529 -7.6634
H 7.8508 -1.0422 -7.4452
H 6.9654 0.4722 -7.3240
H 6.9720 0.0682 -9.6488
H 5.3417 -0.4438 -9.1176
H 4.9310 -2.1395 -10.6826
H 6.2857 -3.1651 -11.1937
H 6.3232 -1.4261 -11.5630
C -7.0539 3.4000 0.3499
O -8.2994 3.8191 0.8864
C -8.8409 4.9360 0.1779
C -10.3203 5.1199 0.5242
O -11.1785 4.2495 -0.2245
C -11.1806 2.8778 0.1918
C -11.9497 2.6545 1.4958
O -11.1208 2.9546 2.6206
C -11.8665 3.0521 3.8231
H -6.3267 4.2141 0.3820
H -6.6836 2.5677 0.9545
H -7.1861 3.0474 -0.6780
H -8.7298 4.7867 -0.9029
H -8.2804 5.8260 0.4831
H -10.6121 6.1346 0.2317
H -10.5068 5.0306 1.5967
H -10.1658 2.4778 0.2395
H -11.7014 2.3359 -0.6052
H -12.2446 1.6019 1.5706
H -12.8449 3.2868 1.5117
H -12.5794 3.8795 3.7635
H -11.1726 3.2511 4.6435
H -12.3925 2.1137 4.0271
C 6.9941 -5.5334 8.8353
O 5.8002 -5.2497 8.1218
C 4.6693 -5.1407 8.9887
C 3.5003 -4.4758 8.2582
O 3.6003 -3.0461 8.2354
C 4.5661 -2.5099 7.3218
C 4.1097 -2.5865 5.8631
O 4.3773 -3.8830 5.3249
C 3.7110 -4.0975 4.0914
H 6.8967 -6.4667 9.3941
H 7.8086 -5.6341 8.1131
H 7.2336 -4.7071 9.5122
H 4.9310 -4.5547 9.8780
H 4.3834 -6.1540 9.2904
H 2.5844 -4.6922 8.8190
H 3.3610 -4.8775 7.2520
H 5.5466 -2.9667 7.4702
H 4.6613 -1.4523 7.5914
H 4.6679 -1.8564 5.2666
H 3.0376 -2.3684 5.7978
H 2.6269 -4.0640 4.2328
H 3.9816 -5.0896 3.7217
H 4.0191 -3.3506 3.3524
```

E_LUMO	-4.3	eV
charge	+1
E	-86855.276	eV
HOMO-LUMO gap	6.2	eV
max |F|	9.14	eV/Å


(3)
Below is an isolated molecule of C4H8S, with properties calculated with ωB97M-V/def2-TZVPD.

```
13
C4H8S ωB97M-V/def2-TZVPD
C -0.0044 1.4901 -0.0865
C 0.2952 -0.0018 -0.1172
C -0.6425 -0.9446 -0.8330
C -0.5764 -0.9630 0.6728
H 0.2077 1.9402 -1.0597
H 0.6431 2.0361 0.6309
H -1.0508 1.6138 0.2040
H 2.2559 -0.1540 1.1063
H -1.5357 -0.5410 -1.1944
H -0.0889 -1.6497 -1.4735
H -0.0960 -1.7905 1.2228
H -1.4734 -0.6390 1.1034
S 2.0662 -0.3964 -0.1759
```

E_LUMO	1.0	eV
SMILES	CC1(S)CC1
E	-15111.926	eV
HOMO-LUMO gap	10.1	eV
energy above the lowest of the compared OMol25 structures with the same formula, charge and spin	44.3	kJ/mol
max |F|	2.49	eV/Å


(4)
Below is a cluster of 5 separate species, C21H38BF5N3O15S in total, with properties calculated with ωB97M-V/def2-TZVPD.

```
84
C21H38BF5N3O15S ωB97M-V/def2-TZVPD
N 0.1088 -1.5714 2.6598
B 0.8049 -0.3476 3.1854
O 1.2809 -0.3811 4.5550
C 1.0247 1.0349 2.3354
N 2.1360 1.2988 1.4266
C 2.0185 2.6550 0.8634
C 0.7285 3.2517 1.4992
N 0.1654 2.2008 2.3609
S -1.3099 2.5605 3.1948
O -1.9665 3.6940 2.4166
O -1.0708 3.1161 4.5858
C -2.5486 1.1679 3.2275
F -2.2786 0.1888 4.2534
F -3.7974 1.7658 3.6255
C -2.8333 0.4671 1.8061
F -3.3179 -0.8725 2.0031
F -3.7955 1.2424 1.0853
F -1.6972 0.3504 0.9626
H -0.9157 -1.3648 2.6352
H 0.4514 -1.7774 1.7077
H 2.2402 -0.6078 4.5209
H 2.9075 0.6457 1.1934
H 2.7226 3.1647 0.1084
H 0.3122 4.2989 1.3246
C 4.5499 -0.7434 -4.4976
C 4.1478 -0.8314 -3.0361
O 2.9942 -0.0190 -2.7645
C 1.8184 -0.5160 -3.1838
O 1.6508 -1.5690 -3.7537
O 0.8566 0.3774 -2.8856
C -0.4361 0.0196 -3.3785
H 4.6947 0.2993 -4.7930
H 5.4750 -1.2954 -4.6774
H 3.7755 -1.1527 -5.1500
H 4.9585 -0.4412 -2.4158
H 3.9723 -1.8657 -2.7249
H -0.7253 -0.9808 -3.0474
H -0.4496 0.0829 -4.4683
H -1.1570 0.7355 -2.9805
C 9.3719 3.4883 -3.7934
C 8.9613 3.3990 -2.3355
O 7.8049 4.2064 -2.0708
C 6.6363 3.7053 -2.4973
O 6.4745 2.6524 -3.0688
O 5.6670 4.5935 -2.2066
C 4.3861 4.2273 -2.7152
H 9.5155 4.5313 -4.0880
H 10.2999 2.9389 -3.9673
H 8.6026 3.0765 -4.4502
H 9.7662 3.7914 -1.7098
H 8.7870 2.3642 -2.0258
H 4.1005 3.2223 -2.3915
H 4.3859 4.2948 -3.8048
H 3.6530 4.9357 -2.3249
C -5.1791 0.4168 5.9385
C -5.5978 0.3081 7.3930
O -6.7619 1.0992 7.6575
C -7.9238 0.5878 7.2159
O -8.0646 -0.4618 6.6323
O -8.9029 1.4609 7.5094
C -10.1806 1.0877 6.9959
H -5.0448 1.4640 5.6557
H -4.2444 -0.1213 5.7648
H -5.9404 0.0038 5.2727
H -4.8007 0.7021 8.0280
H -5.7631 -0.7316 7.6907
H -10.4573 0.0794 7.3130
H -10.1804 1.1621 5.9064
H -10.9184 1.7874 7.3913
C -3.4553 -6.5999 -5.3075
C -2.8333 -6.9690 -3.9736
O -1.4582 -6.5665 -3.9126
C -1.2443 -5.2545 -3.7226
O -2.0953 -4.4028 -3.5959
O 0.0836 -5.0422 -3.7262
C 0.4463 -3.6636 -3.6420
H -2.8644 -7.0080 -6.1321
H -4.4755 -6.9841 -5.3771
H -3.4874 -5.5170 -5.4463
H -2.8463 -8.0553 -3.8583
H -3.3948 -6.5485 -3.1340
H -0.0188 -3.1838 -2.7772
H 0.1688 -3.1497 -4.5630
H 1.5263 -3.6077 -3.5261
```

E_LUMO	-5.0	eV
charge	+1
E	-82664.294	eV
HOMO-LUMO gap	7.3	eV
energy above the lowest of the compared OMol25 structures with the same formula, charge and spin	300.1	kJ/mol
max |F|	10.09	eV/Å


(5)
Below is a cluster of 2 separate species, C4H8NS in total, with properties calculated with ωB97M-V/def2-TZVPD.

```
14
C4H8NS ωB97M-V/def2-TZVPD
C 2.2904 -0.6681 0.5204
C 2.3109 0.5019 0.0729
C -1.5529 -0.5209 0.4688
C -0.3438 0.4322 -1.0764
N -1.5141 0.8107 -0.2150
S -0.3454 -1.3270 -0.7951
H 2.9529 -1.0233 1.2621
H 1.4646 -1.4022 0.2388
H 2.7061 1.4170 -0.2249
H -1.1681 -0.5761 1.4713
H -2.5995 -0.8895 0.4479
H -0.2511 0.8314 -2.1438
H -2.4822 0.9101 -0.5454
H -1.4677 1.5040 0.5182
```

E_LUMO (spin up / spin down)	-4.9 / -4.1	eV
charge	+1
E	-16589.723	eV
HOMO-LUMO gap (spin up / spin down)	7.1 / 8.4	eV
energy above the lowest of the compared OMol25 structures with the same formula, charge and spin	548.4	kJ/mol
max |F|	2.93	eV/Å


(6)
Below is a structure of composition C34H36FN6O4S2Tc, with properties calculated with ωB97M-V/def2-TZVPD.

```
84
C34H36FN6O4S2Tc ωB97M-V/def2-TZVPD
Tc 0.1516 1.3867 0.5342
C 0.0470 -1.0681 2.9725
N 0.1855 0.3954 3.0268
C 1.4048 0.7757 3.8255
C 2.7491 0.7503 3.1029
N 2.8689 1.8074 2.1069
C 3.2066 3.1077 2.6959
C 3.7059 1.5298 0.9811
C 4.9180 0.8625 1.1043
C 5.7378 0.6542 0.0028
C 5.3523 1.1182 -1.2464
C 4.1239 1.7470 -1.3933
C 3.2963 1.9418 -0.2921
S 1.7132 2.6666 -0.6171
C -0.9587 1.0588 3.6117
C -1.7842 0.4697 4.5582
C -2.8409 1.1871 5.1173
C -3.0468 2.5070 4.7457
C -2.2032 3.1050 3.8130
C -1.1554 2.3880 3.2429
S -0.0360 3.1612 2.1188
H -0.0238 -1.5182 3.9674
H 0.9207 -1.4883 2.4831
H -0.8383 -1.3335 2.3903
H 1.4632 0.0816 4.6719
H 1.2342 1.7656 4.2424
H 2.8798 -0.2111 2.6162
H 3.5317 0.8368 3.8744
H 4.2193 3.0996 3.1319
H 2.4907 3.3779 3.4711
H 3.1644 3.8801 1.9275
H 5.2268 0.5034 2.0811
H 6.6829 0.1380 0.1253
H 5.9909 0.9719 -2.1093
H 3.7876 2.0730 -2.3724
H -1.6098 -0.5538 4.8721
H -3.4811 0.7171 5.8547
H -3.8552 3.0795 5.1883
H -2.3524 4.1388 3.5163
C 1.1111 -5.1067 -3.6157
C 1.7097 -3.7992 -4.1225
C 1.5058 -3.5634 -5.6100
C 0.0247 -3.4157 -5.9343
C -0.6133 -2.3680 -5.0502
C -1.7522 -1.7085 -5.4414
C -2.3193 -0.7276 -4.6285
F -3.4240 -0.1083 -5.0639
C -1.7808 -0.3765 -3.4314
C -0.6208 -1.0356 -3.0041
C -0.0179 -0.6801 -1.7358
O -0.6032 0.1909 -1.0083
C 1.1691 -1.3208 -1.3857
C 1.6785 -2.2938 -2.2132
N 1.1292 -2.6500 -3.3655
C -0.0389 -2.0238 -3.8068
C 1.8690 -1.0946 -0.0958
O 2.7589 -1.8407 0.2474
O 1.4713 -0.0923 0.6537
H 1.4991 -5.9454 -4.1971
H 0.0218 -5.1039 -3.6963
H 1.3704 -5.2683 -2.5679
H 2.7743 -3.7860 -3.9057
H 1.9421 -4.3970 -6.1577
H 2.0413 -2.6574 -5.9071
H -0.4870 -4.3719 -5.7988
H -0.1109 -3.1381 -6.9791
H -2.2162 -1.9379 -6.3956
H -2.2122 0.4053 -2.8210
H 2.5798 -2.8164 -1.9112
C -6.2359 1.7036 1.0500
N -4.7975 1.5912 0.8487
C -4.0121 2.4317 -0.0405
C -2.6302 1.9287 0.2820
O -1.5792 2.4298 -0.1721
N -2.6510 0.9204 1.1513
C -3.9521 0.7710 1.4799
N -4.3504 -0.1465 2.3560
H -6.5482 2.7133 0.7967
H -6.4904 1.5407 2.0971
H -6.7919 0.9995 0.4303
H -4.1163 3.4933 0.1844
H -4.2513 2.2653 -1.0926
H -3.6307 -0.5699 2.9202
H -5.2890 -0.1507 2.7141
```

multiplicity	4
E_LUMO (spin up / spin down)	-2.8 / -3.1	eV
charge	+1
E	-79557.573	eV
HOMO-LUMO gap (spin up / spin down)	6.9 / 6.7	eV
max |F|	0.64	eV/Å
<S²>	3.789


(7)
Below is a structure of composition C30H18F12N2O4Pd, with properties calculated with ωB97M-V/def2-TZVPD.

```
67
C30H18F12N2O4Pd ωB97M-V/def2-TZVPD
Pd -1.7622 0.0621 -0.0946
C 1.5783 1.2029 -5.6341
C 1.2380 1.0148 -4.1795
C 1.8891 0.0728 -3.3943
C 1.5288 -0.0947 -2.0689
C 0.5185 0.6610 -1.4689
N 0.1916 0.4026 -0.1219
C 0.9924 0.9255 0.8720
C 2.1418 1.6567 0.4666
C 3.0740 2.1711 1.3397
C 2.9246 2.0113 2.7081
C 3.8975 2.5876 3.7008
C 1.7892 1.3317 3.1190
C 0.8102 0.7897 2.2847
C -0.4080 0.1046 3.0101
O -1.4410 -0.2570 2.2885
C -0.9474 1.1036 4.1263
F -0.1886 1.2274 5.2662
F -2.1565 0.7305 4.5675
F -1.0791 2.3476 3.6377
C 0.1359 -1.1743 3.7661
F -0.8297 -1.7434 4.5179
F 0.5247 -2.1024 2.8713
F 1.1978 -1.0241 4.6073
C -0.1638 1.6018 -2.2625
C 0.2261 1.7627 -3.5892
C -1.3236 2.4379 -1.6652
O -1.7910 2.0468 -0.4627
C -0.7887 3.8881 -1.4535
F -1.7469 4.7199 -1.0138
F -0.2710 4.4729 -2.5670
F 0.1905 3.8852 -0.5465
C -2.5317 2.4695 -2.6640
F -3.6361 2.9331 -2.0777
F -2.3448 3.2626 -3.7636
F -2.8083 1.2453 -3.1307
H 2.5765 0.8206 -5.8567
H 0.8732 0.6764 -6.2835
H 1.5499 2.2572 -5.9158
H 2.6843 -0.5335 -3.8166
H 2.0541 -0.8123 -1.4506
H 2.2880 1.8429 -0.5861
H 3.9215 2.7222 0.9390
H 4.8945 2.6910 3.2639
H 3.5950 3.5793 4.0536
H 3.9883 1.9480 4.5818
H 1.6481 1.2210 4.1840
H -0.2815 2.5015 -4.1936
O -5.4415 -1.6988 -0.3013
C -4.2669 -1.3360 -0.2403
O -3.8044 -0.1595 -0.2480
C -3.2050 -2.4440 -0.1148
C -3.6394 -3.7954 -0.0590
C -2.7092 -4.7784 0.0190
C -1.3323 -4.4368 0.0466
C -0.3046 -5.4110 0.1248
C 1.0050 -5.0323 0.1624
C 1.3464 -3.6588 0.1272
C 0.3788 -2.7011 0.0523
C -0.9837 -3.0766 0.0047
N -1.9422 -2.0941 -0.0842
H -4.7054 -3.9641 -0.0892
H -2.9966 -5.8244 0.0583
H -0.5859 -6.4581 0.1562
H 1.7875 -5.7789 0.2322
H 2.3863 -3.3612 0.1893
H 0.5903 -1.6384 0.0535
```

E_LUMO	4.4	eV
charge	-2
E	-78666.461	eV
HOMO-LUMO gap	6.0	eV
max |F|	0.46	eV/Å


(8)
Below is a cluster of 2 separate species, C3H6BrNSi in total, with properties calculated with ωB97M-V/def2-TZVPD.

```
12
C3H6BrNSi ωB97M-V/def2-TZVPD
C -1.4678 -2.5231 0.0892
C 0.5731 0.4714 -1.6589
C 0.6186 0.5687 1.6134
N -1.8211 -3.6098 0.1208
Si -0.2929 0.2300 -0.0025
Br -2.2403 1.3371 0.0008
H 1.6014 0.1258 -1.6282
H 0.0598 -0.0685 -2.4495
H 0.5742 1.5273 -1.9277
H 1.6217 0.1558 1.6051
H 0.6926 1.6423 1.7800
H 0.0807 0.1429 2.4575
```

multiplicity	3
E_LUMO (spin up / spin down)	0.7 / -4.6	eV
E	-82614.299	eV
HOMO-LUMO gap (spin up / spin down)	7.7 / 6.0	eV
energy above the lowest of the compared OMol25 structures with the same formula, charge and spin	102.7	kJ/mol
max |F|	2.09	eV/Å
<S²>	2.011